C29H38N8O2PSn as an isolated structure. Source: the Open Molecules 2025 dataset; level of theory: wB97M-V/def2-TZVPD.

The geometry in XYZ format:
```
79
Properties=species:S:1:pos:R:3:mulliken_charge:R:1
Sn 0.07 1.26 -1.12 1.0113
C -4.73 2.47 3.59 -1.6397
C -4.02 1.91 2.39 0.3931
N -3.01 1.19 2.61 0.8948
N -2.07 0.51 2.84 -1.1374
C -0.73 1.27 2.84 0.8634
O -0.37 1.70 1.78 -0.6225
C -0.13 1.32 4.15 0.3263
C 0.91 2.23 4.36 -0.2316
C 1.49 2.32 5.61 -0.7940
C 1.03 1.51 6.65 -0.4076
C -0.01 0.61 6.45 -0.7842
C -0.60 0.51 5.20 -0.2450
C -4.42 2.12 0.99 1.2349
C -5.61 2.77 0.71 -0.7114
C -5.96 2.94 -0.63 -0.5516
C -5.10 2.46 -1.60 -0.9311
C -3.93 1.81 -1.20 0.2019
N -3.58 1.63 0.06 -0.1028
H -4.20 2.27 4.51 0.3473
H -4.84 3.55 3.45 0.4342
H -5.73 2.02 3.64 0.4273
H 1.24 2.86 3.55 0.4604
H 2.28 3.03 5.79 0.4630
H 1.48 1.59 7.63 0.4471
H -0.35 -0.01 7.26 0.4507
H -1.39 -0.21 5.04 0.5199
H -6.27 3.13 1.49 0.3821
H -6.88 3.45 -0.90 0.4588
H -5.32 2.58 -2.65 0.4383
H -3.25 1.42 -1.95 0.2991
N 1.28 1.51 -3.02 -0.4561
C 0.75 0.81 -4.16 0.1834
C 1.12 1.06 -5.45 -0.7508
C 0.55 0.33 -6.52 -0.8071
C -0.39 -0.63 -6.27 -0.9934
C -0.82 -0.89 -4.95 1.0859
C -1.82 -1.82 -4.63 -0.7663
C -2.24 -1.97 -3.33 -1.0400
C -1.64 -1.17 -2.34 -0.7471
N -0.67 -0.31 -2.60 0.5575
C -0.25 -0.15 -3.89 0.3629
H 1.60 2.44 -3.27 0.3507
H 2.10 1.01 -2.66 0.2543
H 1.87 1.81 -5.67 0.4709
H 0.86 0.54 -7.53 0.4479
H -0.82 -1.20 -7.09 0.4838
H -2.28 -2.41 -5.42 0.5109
H -3.01 -2.67 -3.05 0.5262
H -1.98 -1.24 -1.31 0.8470
C 4.39 0.27 -0.80 -1.0048
N 3.76 -1.05 -0.87 0.1851
C 4.77 -2.13 -0.86 -1.0833
P 2.32 -1.33 -0.14 0.5868
O 1.50 -0.05 -0.38 -0.5431
N 2.32 -1.62 1.47 0.4014
C 2.49 -0.51 2.40 -1.2232
C 2.79 -2.90 2.03 -1.0927
N 1.73 -2.70 -0.82 0.1437
C 0.47 -3.24 -0.31 -0.5868
C 1.91 -2.97 -2.25 -0.8775
H 4.97 0.44 -1.71 0.3408
H 5.06 0.35 0.05 0.3128
H 3.64 1.06 -0.71 0.3008
H 5.33 -2.09 -1.79 0.3872
H 4.29 -3.10 -0.79 0.3520
H 5.46 -2.01 -0.03 0.3434
H 2.14 0.42 1.96 0.2681
H 3.54 -0.40 2.70 0.2977
H 1.91 -0.71 3.30 0.4422
H 2.71 -3.70 1.30 0.3835
H 2.16 -3.15 2.89 0.3558
H 3.82 -2.82 2.36 0.3194
H 0.40 -3.11 0.76 0.3504
H 0.44 -4.31 -0.53 0.3989
H -0.39 -2.77 -0.79 -0.0735
H 2.75 -2.41 -2.66 0.3670
H 1.00 -2.70 -2.81 0.1756
H 2.09 -4.03 -2.40 0.3570
```

Computed properties:
ΔE to the lowest compared entry with this formula, charge and spin (kJ/mol): 0.0
HOMO-LUMO gap (eV): 7.755
HOMO (eV): -16.3
Net charge: +3
Maximum force (eV Å⁻¹): 0.9
Energy (eV): -61803.527
Spin multiplicity: 1

***

C3H3N3 in the gas phase in a non-equilibrium geometry. Source: the Open Molecules 2025 dataset; level of theory: wB97M-V/def2-TZVPD.

The geometry in XYZ format:
```
9
Properties=species:S:1:pos:R:3:mulliken_charge:R:1
C -0.02 0.08 0.16 0.5301
C 0.06 1.38 0.37 -0.0547
C 0.85 -1.05 0.38 -0.8743
N -1.22 2.20 -0.40 -0.0292
N -1.64 1.26 -1.07 -0.2771
N -0.94 0.08 -0.81 -0.1052
H 0.37 -1.94 -0.13 0.2751
H 1.76 -0.76 -0.06 0.2616
H 0.78 -1.26 1.55 0.2736
```

Computed properties:
ΔE to the lowest compared entry with this formula, charge and spin (kJ/mol): 676.8
HOMO-LUMO gap (alpha / beta) (eV): 7.597 / 7.315
HOMO (alpha / beta) (eV): -9.8 / -9.8
Maximum force (eV Å⁻¹): 4.4
Energy (eV): -7622.535
Spin multiplicity: 1

***

C2H6F10KN2O17S6 as an isolated structure in a non-equilibrium geometry. Source: the Open Molecules 2025 dataset; level of theory: wB97M-V/def2-TZVPD.

The geometry in XYZ format:
```
44
Properties=species:S:1:pos:R:3:mulliken_charge:R:1
K -4.04 -14.72 -15.41 1.1390
N -4.18 -12.14 -13.87 -0.5599
S -3.46 -10.77 -14.05 1.0022
O -3.69 -9.71 -13.07 -0.6874
O -3.21 -10.33 -15.38 -0.5381
F -1.96 -11.26 -13.70 -0.3445
S -5.75 -11.45 -14.06 0.8986
O -6.03 -10.89 -15.34 -0.5385
O -6.49 -11.01 -12.90 -0.6132
F -6.46 -12.89 -14.36 -0.2463
N -0.29 -14.39 -17.04 -0.1873
S -0.73 -12.86 -17.55 1.0787
O -1.51 -12.76 -18.77 -0.4901
O -0.05 -11.72 -17.03 -0.5850
F -1.92 -12.88 -16.40 -0.1889
S 0.76 -14.55 -18.12 0.9609
O 1.95 -13.73 -18.20 -0.6138
O 0.22 -15.06 -19.36 -0.5740
F 1.38 -15.96 -17.47 -0.3852
C -5.95 -15.05 -18.98 0.5022
F -5.50 -14.28 -17.98 -0.1196
F -5.72 -16.32 -18.68 -0.1918
F -7.26 -14.89 -19.19 -0.2433
S -5.09 -14.58 -20.63 1.1170
O -3.69 -14.90 -20.43 -0.7033
O -5.74 -15.43 -21.61 -0.7340
O -5.33 -13.14 -20.84 -0.7112
C -8.45 -16.87 -16.46 0.5746
F -9.55 -17.64 -16.17 -0.2721
F -8.18 -17.10 -17.73 -0.2173
F -8.73 -15.61 -16.27 -0.2103
S -7.03 -17.49 -15.32 1.0149
O -7.65 -17.94 -14.10 -0.6765
O -6.24 -18.44 -16.08 -0.6737
O -6.22 -16.28 -15.04 -0.6451
O -2.34 -14.05 -13.20 -0.4946
H -2.93 -13.28 -13.27 0.5375
H -2.47 -14.38 -12.31 0.2430
O -5.16 -14.36 -12.57 -0.5253
H -4.75 -13.68 -13.12 0.5021
H -4.46 -14.66 -11.99 0.2710
O -2.79 -15.98 -17.93 -0.5520
H -2.05 -15.55 -17.49 0.3161
H -2.72 -15.70 -18.86 0.3645
```

Computed properties:
HOMO-LUMO gap (eV): 7.085
HOMO (eV): -1.7
Net charge: -3
Maximum force (eV Å⁻¹): 8.3
Energy (eV): -148471.270
Spin multiplicity: 1

***

> Which of these has the lowest maximum force?

C29H38N8O2PSn

***

> What is the formula in the third record?

C2H6F10KN2O17S6